Entry 1:
C23H48As3N3O2P2Pd | ωB97M-V with the def2-TZVPD basis set

Positions of all 82 atoms, in Å:
Pd  -0.3482  -0.6824  0.5283
As  1.9311  -1.5442  -2.5539
As  0.6053  -1.4415  2.7857
As  2.7238  0.1623  0.6969
P  -2.3349  0.1055  1.5077
P  -1.6166  -2.7061  0.1361
O  1.4390  -1.2668  -0.9414
O  -1.4491  1.3940  -1.9628
N  -1.7515  5.9454  -2.4644
N  -2.3552  4.1458  -3.8681
N  -1.3739  3.6994  -1.8886
C  2.1868  1.7032  5.1001
C  -0.8496  -4.2453  0.7023
C  1.9492  -2.8364  2.5928
C  3.1050  1.9601  2.8945
C  2.9947  2.3932  4.2102
C  -2.2602  1.2739  2.8866
C  -2.1780  -3.0552  -1.5506
C  -3.1682  -2.5130  1.1096
C  1.5919  0.1210  3.3760
C  3.8333  -1.5644  -2.7514
C  3.0385  1.6793  -0.4564
C  1.4869  0.5744  4.6865
C  -1.8186  4.6571  -2.7152
C  -1.6579  2.4663  -2.4784
C  1.2261  -0.1817  -3.6995
C  -0.3277  -2.0170  4.3828
C  -2.3172  2.6986  -3.8294
C  2.4155  0.8221  2.4871
C  1.2949  -3.2367  -3.1782
C  4.3668  -0.8437  0.7896
C  -3.0852  -1.4180  2.1781
C  -2.8991  4.9304  -4.9581
C  -3.6074  0.7562  0.3919
H  3.5498  3.2620  4.5378
H  1.3168  -0.5129  -4.7343
H  -4.5553  0.8331  0.9286
H  0.8695  0.0558  5.4078
H  -0.7034  -4.2196  1.7824
H  -3.3252  2.2775  -3.8824
H  -1.3416  6.2571  -1.5952
H  -1.4798  0.9819  3.5902
H  -2.0243  2.2713  2.5157
H  -3.0306  4.2992  -5.8320
H  3.7581  2.4966  2.2167
H  1.7872  0.7424  -3.5729
H  2.0998  2.0402  6.1245
H  4.2637  -2.3522  -2.1364
H  0.4243  -2.2428  5.1392
H  -3.3182  1.7482  0.0487
H  -3.4097  -3.4772  1.5623
H  -2.1389  6.6502  -3.0736
H  -4.0743  -1.1858  2.5797
H  2.2845  -2.9102  1.5602
H  4.5390  -1.3896  -0.1306
H  -1.7337  2.3027  -4.6648
H  0.1769  -0.0366  -3.4462
H  -3.9693  -2.2982  0.3992
H  2.4411  1.5694  -1.3584
H  -2.2260  5.7588  -5.1908
H  -3.7375  0.1064  -0.4730
H  -1.3712  -3.5073  -2.1242
H  1.5084  -3.7869  2.8906
H  -3.0074  -3.7650  -1.5115
H  4.2650  -0.5969  -2.5012
H  5.1683  -0.1196  0.9500
H  0.1157  -4.3911  0.2180
H  1.8778  -3.5165  -4.0563
H  0.2476  -3.1629  -3.4603
H  -1.0068  -1.2528  4.7543
H  -0.8837  -2.9282  4.1665
H  1.4365  -3.9880  -2.4032
H  -2.5144  -2.1455  -2.0474
H  4.0486  -1.7854  -3.7978
H  2.7389  2.5865  0.0644
H  4.3300  -1.5272  1.6330
H  -1.4997  -5.0903  0.4648
H  -3.2184  1.3071  3.4083
H  4.0957  1.7302  -0.7144
H  -3.8724  5.3388  -4.6585
H  2.7831  -2.6147  3.2575
H  -2.4748  -1.7481  3.0183

The lowest unoccupied orbital energy (spin up / spin down) is -0.353 / -0.524 hartree. The HOMO energy (spin up / spin down) comes out at -17.77 / -19.10 eV. The energy relative to the best compared isomer or geometry (same formula, charge and spin) comes out at 0.000 eV. Its charge is +4. As for the gap between HOMO and LUMO (spin up / spin down): 8.2 / 4.8 eV. For the maximum force, the calculation gives 0.013 Eh/bohr. The spin multiplicity is 5. The expectation value of S² is 6.05. The calculated total energy comes out at -237729.8022 eV.

Entry 2:
C9H18CsNO | ωB97M-V with the def2-TZVPD basis set

Positions of all 30 atoms, in Å:
Cs  -3.7905  -3.5402  0.2073
O  -0.8038  -1.9839  0.5909
N  -0.3410  -0.5593  0.5957
C  1.2083  -0.4421  0.6243
C  2.0262  -1.2483  -0.4514
C  -1.0211  -0.3332  -1.8764
C  -0.7226  1.6385  -0.3140
C  -2.6609  0.1948  0.1932
C  -1.1358  0.1612  -0.3649
C  0.7158  1.7490  -0.5291
C  1.5383  1.1455  0.5512
C  1.6537  -0.7201  2.0673
H  -0.2027  -1.0280  -2.0649
H  -1.0892  2.0362  0.6323
H  1.9577  -0.6806  -1.3794
H  -3.1045  -0.7995  0.1420
H  -1.2960  2.2688  -0.9938
H  3.0602  -1.4598  -0.1787
H  2.6853  -0.5013  2.3432
H  1.5604  -1.7698  2.3456
H  1.3759  1.6640  1.4961
H  1.6630  -2.2178  -0.7922
H  2.6222  1.2421  0.4872
H  -2.7987  0.5416  1.2173
H  0.9349  2.8163  -0.5576
H  -0.9899  0.5263  -2.5460
H  -1.8781  -0.8881  -2.2583
H  1.0783  -0.2005  2.8335
H  -3.2402  0.8488  -0.4585
H  0.9951  1.5392  -1.5616

The lowest unoccupied orbital energy is -0.035 hartree. The HOMO energy comes out at -5.11 eV. The energy relative to the best compared isomer or geometry (same formula, charge and spin) comes out at 2.091 eV. Its charge is 0. As for the gap between HOMO and LUMO: 4.2 eV. For the maximum force, the calculation gives 0.066 Eh/bohr. The calculated total energy comes out at -13706.3647 eV.

Entry 3:
C43H70CrGeN4O2P4S2 | ωB97M-V with the def2-TZVPD basis set

Positions of all 127 atoms, in Å:
Ge  -1.9288  0.4281  1.7751
Cr  -0.0673  0.1352  0.2608
S  1.3499  1.7389  -3.5938
S  1.5239  -0.7306  -1.2140
P  -1.5324  1.4100  -1.3461
P  0.8195  2.0001  1.3720
P  2.0137  -0.0353  -3.0768
P  0.4592  -1.7399  1.7367
O  3.6038  -0.1442  -3.0482
O  1.6157  -1.1868  -4.1332
N  -3.4121  0.5496  0.4792
N  -1.7834  -0.9728  3.1888
N  -3.7741  0.6869  2.9947
N  -1.7123  2.2697  2.4091
C  -3.5547  0.1181  4.2882
C  -6.8975  -1.1215  1.9687
C  1.8441  4.5242  0.3709
C  3.2692  -1.4940  1.6384
C  -5.9287  -0.5879  2.8077
C  2.1172  -1.7752  2.5957
C  -3.1000  -1.2454  6.6393
C  5.2215  1.0012  -4.4731
C  1.7365  3.0246  0.1138
C  -0.5998  3.0539  1.9337
C  3.1091  2.4087  -0.1447
C  1.2879  -3.5202  -4.5941
C  -4.6304  0.0555  0.8694
C  2.5547  3.2213  3.3264
C  4.3238  -0.2085  -4.2891
C  -2.5323  0.1552  -3.8190
C  -5.6183  -0.4721  0.0397
C  -2.5200  -0.8278  4.3382
C  -3.2499  1.4045  -0.6508
C  -1.6584  3.0159  -2.3366
C  -3.0488  4.3061  2.7539
C  -2.8819  2.9189  2.7240
C  -5.3928  4.0472  3.2226
C  0.1978  -3.4965  1.1490
C  -6.7466  -1.0499  0.5942
C  -4.8112  0.0084  2.2614
C  -4.0813  -0.2696  6.5900
C  -1.2451  -3.6655  0.6690
C  -5.2418  2.6697  3.2165
C  -4.3059  0.4171  5.4059
C  -1.6460  0.0090  -2.5875
C  -4.2903  4.8567  3.0145
C  -3.9990  2.1101  2.9981
C  0.9767  1.4085  4.0474
C  -2.3121  -1.5168  5.5357
C  2.3759  -3.0337  3.4207
C  1.8695  1.9190  2.9162
C  -2.0270  -1.2294  -1.7750
C  -3.0294  3.3229  -2.9429
C  0.7016  -2.2648  -3.9770
C  -1.2802  4.2380  -1.4956
C  1.1727  -3.9613  0.0745
C  -0.6238  -1.8160  3.2487
H  4.6334  1.9145  -4.5025
H  2.1695  -4.1214  0.4729
H  -0.8934  3.6797  1.0768
H  -0.9311  -2.8621  3.3868
H  -3.4539  2.5125  -3.5202
H  -0.2486  4.2141  -1.1708
H  3.4281  -2.3211  0.9532
H  -0.2294  -1.9868  -4.4805
H  -6.3654  4.4813  3.3914
H  -3.7417  3.6220  -2.1756
H  0.6032  -4.3518  -4.4488
H  -1.9436  -2.1283  -2.3865
H  -2.2129  4.9639  2.5713
H  0.8229  -4.9017  -0.3480
H  -3.4518  2.4449  -0.3504
H  2.0478  -0.9266  3.2884
H  0.0104  -1.5400  4.1056
H  3.7925  2.5601  0.6878
H  3.2790  -2.8862  4.0092
H  -2.8985  4.1705  -3.6129
H  2.6437  4.7391  1.0704
H  -0.6172  -0.1023  -2.9603
H  4.1852  -1.3366  2.2055
H  2.6436  1.1735  2.6911
H  -3.5813  0.2948  -3.5614
H  1.4541  -3.3788  -5.6578
H  -3.0534  -1.1626  -1.4177
H  -1.5434  -2.2699  5.6166
H  -7.7762  -1.5837  2.3889
H  -2.4651  -0.7580  -4.4125
H  -2.9347  -1.7970  7.5523
H  -0.2233  3.7183  2.7255
H  -5.0563  1.1906  5.3616
H  -4.6757  -0.0508  7.4617
H  -1.4093  5.1299  -2.1059
H  -0.9145  2.8958  -3.1328
H  0.3356  0.5999  3.6961
H  2.5338  -3.9021  2.7887
H  -2.1859  0.9758  -4.4423
H  -3.9364  1.1543  -1.4672
H  3.0654  -0.6010  1.0468
H  -7.5071  -1.4599  -0.0537
H  4.9229  -1.1245  -4.2560
H  1.2448  -3.2298  -0.7265
H  -5.4991  -0.4503  -1.0339
H  -1.3063  -3.4867  -0.4000
H  -6.0573  -0.6462  3.8774
H  -6.0995  2.0307  3.3624
H  1.5804  1.0484  4.8788
H  1.1440  2.8492  -0.7999
H  3.3807  3.4683  2.6674
H  3.6117  -0.2761  -5.1157
H  2.9624  3.0936  4.3274
H  2.2365  -3.7642  -4.1228
H  0.3315  2.1998  4.4219
H  1.8630  4.0599  3.3526
H  -4.3975  5.9312  3.0363
H  2.0758  5.0298  -0.5636
H  3.0222  1.3382  -0.3390
H  -1.5804  -4.6846  0.8490
H  0.9228  4.9516  0.7563
H  5.7601  0.8901  -5.4122
H  1.5623  -3.2441  4.1101
H  0.3482  -4.1024  2.0514
H  -1.3622  -1.3396  -0.8942
H  -1.9344  -2.9875  1.1765
H  3.5455  2.8711  -1.0278
H  -1.9384  4.3409  -0.6309
H  0.5033  -2.4210  -2.9109
H  5.9334  1.0765  -3.6565

The lowest unoccupied orbital energy (spin up / spin down) is -0.147 / -0.130 hartree. The HOMO energy (spin up / spin down) comes out at -9.66 / -9.65 eV. Its charge is +1. As for the gap between HOMO and LUMO (spin up / spin down): 5.7 / 6.1 eV. For the maximum force, the calculation gives 0.043 Eh/bohr. The spin multiplicity is 2. The expectation value of S² is 0.78. The calculated total energy comes out at -199544.2945 eV.

Entry 4:
C23H20N4O | ωB97M-V with the def2-TZVPD basis set

Positions of all 48 atoms, in Å:
O  1.1323  -2.9102  2.8374
N  -2.1998  -3.2273  6.1571
N  0.8600  1.7365  -1.6941
N  -0.1368  -0.3985  1.8947
N  -0.3615  -1.1793  2.9907
C  0.3224  1.2818  -0.5253
C  -1.8402  3.6925  -3.1979
C  0.9532  0.1080  -0.1470
C  -0.0439  -4.0745  6.7219
C  -0.7752  2.0090  0.1563
C  3.5446  -0.1427  -3.4106
C  3.6526  -1.1695  -2.4721
C  0.4146  2.9070  -2.4009
C  -3.2816  2.2785  -4.4916
C  -2.3392  1.2663  -4.4264
C  -0.3576  -2.8640  4.6799
C  2.6371  0.8840  -3.2487
C  0.4776  -3.5675  5.5457
C  -3.0289  3.4932  -3.8776
C  2.8543  -1.1992  -1.3489
C  -1.7007  -2.7466  5.0338
C  0.7283  -0.7110  1.0026
C  0.2212  -2.3380  3.4053
C  1.9287  -0.1763  -1.1625
C  -0.8903  2.6823  -3.1314
C  1.8330  0.8617  -2.1171
C  -1.1480  1.4669  -3.7522
C  -1.3900  -3.8638  6.9859
H  0.5756  -4.6195  7.4168
H  4.1827  -0.1536  -4.2818
H  -1.0724  -0.7697  3.5823
H  0.3040  3.7370  -1.6953
H  4.3757  -1.9547  -2.6357
H  1.5158  -3.7009  5.2790
H  -2.5310  0.3164  -4.9030
H  -1.8483  -4.2270  7.8963
H  1.1907  3.1831  -3.1219
H  -1.0936  1.4255  1.0138
H  -2.4218  -2.2691  4.3812
H  2.9435  -1.9990  -0.6299
H  -3.7604  4.2865  -3.9237
H  -0.4366  2.9876  0.4994
H  -1.6155  2.1591  -0.5220
H  1.3410  -1.6057  1.0636
H  2.5590  1.6688  -3.9872
H  -0.4159  0.6738  -3.7044
H  -1.6479  4.6409  -2.7159
H  -4.2108  2.1211  -5.0185

The lowest unoccupied orbital energy is 0.016 hartree. The HOMO energy comes out at -7.51 eV. The energy relative to the best compared isomer or geometry (same formula, charge and spin) comes out at 1.230 eV. Its charge is 0. As for the gap between HOMO and LUMO: 8.0 eV. Its structure (SMILES) is Cc1c(/C=N/NC(=O)c2cccnc2)c2ccccc2n1Cc1ccccc1. For the maximum force, the calculation gives 0.019 Eh/bohr. The calculated total energy comes out at -32183.5376 eV.

- Which value of charge does entry 1 give?
  +4

- Among the records above, which one has the highest calculated total energy?
  C9H18CsNO

- The highest charge belongs to which entry?
  C23H48As3N3O2P2Pd